{"formula": "C8H13N2O5SZn", "method": "wB97M-V/def2-TZVPD", "symbols": ["Zn", "S", "O", "O", "O", "O", "O", "N", "N", "C", "C", "C", "C", "C", "C", "C", "C", "H", "H", "H", "H", "H", "H", "H", "H", "H", "H", "H", "H", "H"], "coordinates": [[0.11, 1.13, -0.84], [1.09, 3.44, 0.06], [-2.93, 2.15, 1.62], [0.03, 0.33, 1.18], [3.48, 0.06, 0.44], [1.65, 0.05, -0.85], [-1.80, 1.52, -0.20], [0.65, 2.60, -2.40], [2.90, 2.87, -1.80], [1.07, 2.31, -3.79], [1.65, 3.01, -1.47], [-0.87, 1.04, 1.98], [-1.91, 1.60, 1.03], [2.29, 0.07, 0.30], [2.35, 1.51, -3.76], [1.41, 0.18, 1.57], [3.43, 2.29, -3.04], [2.68, 1.29, -4.77], [2.18, 0.56, -3.24], [0.26, 1.77, -4.28], [3.82, 3.10, -3.66], [1.22, 3.26, -4.32], [1.74, 1.06, 2.14], [-1.36, 0.41, 2.72], [-3.57, 2.48, 0.96], [-0.39, 1.88, 2.51], [3.56, 3.05, -1.05], [1.53, -0.71, 2.18], [-0.13, 3.24, -2.33], [4.26, 1.64, -2.76]], "e_tot_ev": -80973.85349, "homo_ev": -12.818, "lumo_energy_ha": -0.1192, "gap_ev": 9.6, "charge": 1, "de_lowest_kcal_mol": 21.7}

---

{"formula": "C4H8O2", "method": "wB97M-V/def2-TZVPD", "symbols": ["O", "O", "C", "C", "C", "C", "H", "H", "H", "H", "H", "H", "H", "H"], "coordinates": [[-0.23, -1.34, 0.93], [-1.32, 0.66, 0.43], [-0.30, 1.17, -0.39], [-1.40, -0.73, 0.54], [1.07, 0.67, -0.02], [1.43, -0.52, -0.55], [0.40, -0.42, 1.22], [1.83, 1.33, 0.37], [-0.51, 0.92, -1.43], [-0.40, 2.24, -0.28], [2.39, -0.97, -0.32], [0.87, -1.01, -1.34], [-1.70, -1.15, -0.43], [-2.16, -0.92, 1.28]], "e_tot_ev": -8369.63032, "homo_ev": -9.068, "smiles": "C=CCOCO", "lumo_energy_ha": 0.0302, "gap_ev": 9.9, "de_lowest_kcal_mol": 84.2}

---

{"formula": "C23H44GdNOP3", "method": "wB97M-V/def2-TZVPD", "symbols": ["Gd", "P", "P", "P", "O", "N", "C", "C", "C", "C", "C", "C", "C", "C", "C", "C", "C", "C", "C", "C", "C", "C", "C", "C", "C", "C", "C", "C", "C", "H", "H", "H", "H", "H", "H", "H", "H", "H", "H", "H", "H", "H", "H", "H", "H", "H", "H", "H", "H", "H", "H", "H", "H", "H", "H", "H", "H", "H", "H", "H", "H", "H", "H", "H", "H", "H", "H", "H", "H", "H", "H", "H", "H"], "coordinates": [[0.48, -0.36, 0.66], [-0.56, -2.38, 0.15], [1.84, -1.21, 2.22], [1.65, 1.61, 0.31], [-0.85, 0.35, -0.88], [-0.91, 0.56, 2.38], [0.46, -0.26, -4.27], [-1.42, -3.46, 1.39], [3.33, 1.39, -0.43], [-1.83, 0.46, -4.37], [-2.26, 1.73, 4.53], [-1.13, 1.90, 2.39], [-1.85, -2.30, -1.16], [0.89, 2.72, -0.94], [-2.66, 1.84, -8.43], [0.43, -0.18, -2.88], [0.57, -3.63, -0.60], [2.03, 2.88, 1.61], [-0.67, 0.06, -5.03], [-0.74, 0.23, -2.19], [-2.07, 0.35, 4.48], [-1.39, -0.21, 3.40], [-1.80, 2.51, 3.46], [-2.94, 2.34, 5.71], [1.22, -2.44, 3.45], [-1.53, 1.21, -8.72], [3.31, -2.12, 1.57], [-1.88, 0.55, -2.99], [2.70, -0.11, 3.44], [3.74, 2.34, -0.78], [-0.64, -0.01, -6.12], [2.97, -3.00, 1.01], [3.98, -2.45, 2.37], [3.28, -0.71, 4.16], [-2.41, -0.28, 5.29], [-3.00, 3.45, 5.62], [0.99, 2.28, -1.94], [-1.23, -1.26, 3.41], [-1.37, -2.17, -2.13], [1.18, -4.08, 0.18], [-0.17, 2.83, -0.73], [-2.45, -3.22, -1.16], [1.29, 3.69, 1.54], [-2.68, 2.92, -8.28], [1.30, -0.43, -2.28], [1.86, -3.33, 3.48], [0.20, -2.75, 3.21], [3.24, 0.70, -1.26], [-0.70, -4.11, 1.89], [-1.50, 0.13, -8.87], [1.21, -1.99, 4.45], [-1.92, -2.84, 2.14], [-3.60, 1.32, -8.33], [3.85, -1.47, 0.88], [-3.96, 1.93, 5.83], [-0.76, 2.52, 1.60], [-2.16, -4.08, 0.89], [-1.94, 3.59, 3.46], [1.38, -0.57, -4.76], [-2.51, -1.44, -0.99], [-2.72, 0.71, -4.95], [-2.78, 0.87, -2.48], [1.38, 3.70, -0.92], [0.00, -4.41, -1.12], [4.01, 0.95, 0.30], [3.02, 3.31, 1.44], [-2.35, 2.11, 6.63], [-0.58, 1.73, -8.82], [1.96, 0.48, 3.99], [1.59, -0.91, -0.41], [1.98, 2.45, 2.61], [1.22, -3.11, -1.30], [3.38, 0.57, 2.94]], "e_tot_ev": -76767.19825, "multiplicity": 8, "homo_ev": [-15.462, -15.453], "lumo_energy_ha": [-0.4606, -0.4270], "gap_ev": [2.9, 3.8], "charge": 3, "s2": 16.816}

---

{"formula": "C26H36BCl2F6MoN3O6S2", "method": "wB97M-V/def2-TZVPD", "symbols": ["Mo", "Cl", "Cl", "S", "S", "F", "F", "F", "F", "F", "F", "O", "O", "O", "O", "O", "O", "N", "N", "N", "C", "C", "C", "C", "C", "C", "C", "C", "C", "C", "C", "C", "C", "C", "C", "C", "C", "C", "C", "C", "C", "C", "C", "C", "C", "C", "B", "H", "H", "H", "H", "H", "H", "H", "H", "H", "H", "H", "H", "H", "H", "H", "H", "H", "H", "H", "H", "H", "H", "H", "H", "H", "H", "H", "H", "H", "H", "H", "H", "H", "H", "H", "H"], "coordinates": [[1.57, 0.29, 0.33], [0.02, 6.03, -1.60], [0.16, 3.38, -0.36], [2.70, 1.09, -2.81], [4.80, 0.53, -1.06], [7.13, 1.46, -0.39], [4.02, 3.07, -3.89], [1.89, 3.41, -3.64], [5.87, 2.91, -1.39], [3.21, 3.51, -1.93], [6.81, 1.33, -2.53], [-1.38, 0.53, -0.86], [4.01, 1.25, -0.07], [5.39, -0.72, -0.68], [-1.45, -0.02, 1.35], [2.23, 0.59, -4.06], [1.75, 1.12, -1.70], [1.13, -0.34, 2.45], [4.09, 0.45, -2.46], [2.26, 2.24, 1.78], [0.61, -5.46, 2.56], [0.35, -4.77, 0.27], [0.34, -2.45, -1.56], [3.24, 1.80, 2.79], [1.49, -4.41, 2.76], [0.66, 5.07, -0.27], [1.58, -2.76, -0.70], [2.12, -0.36, 3.54], [-5.06, 0.71, -0.51], [1.79, -3.54, 1.72], [-2.69, 0.51, -0.44], [-6.38, 0.97, -1.24], [-7.16, 2.07, -0.51], [2.56, 1.05, 3.92], [2.17, -1.46, -0.16], [-3.82, 0.78, -1.17], [0.05, -5.64, 1.30], [-2.73, 0.17, 0.89], [-3.92, 0.08, 1.57], [2.63, -3.44, -1.59], [-7.21, -0.32, -1.25], [1.22, -3.70, 0.45], [-5.08, 0.36, 0.84], [6.25, 1.63, -1.37], [-6.16, 1.41, -2.68], [2.98, 2.88, -3.09], [-0.59, 0.20, 0.25], [-8.13, -0.17, -1.81], [0.31, 0.19, 2.74], [2.98, -0.94, 3.22], [-0.10, -4.94, -0.70], [2.51, -2.75, 1.88], [0.59, -1.72, -2.32], [-7.13, 1.61, -3.15], [2.23, -4.34, -2.06], [-5.57, 2.33, -2.74], [2.96, -2.75, -2.38], [-5.66, 0.65, -3.27], [-0.63, -6.47, 1.12], [1.75, 5.10, -0.32], [-3.96, -0.19, 2.62], [0.29, 5.48, 0.67], [-7.43, 1.77, 0.50], [1.69, -0.85, 4.42], [-0.47, -2.04, -0.95], [-8.09, 2.28, -1.05], [-6.03, 0.29, 1.36], [3.25, -1.53, -0.02], [1.94, -4.26, 3.74], [2.76, 2.71, 1.03], [0.37, -6.14, 3.37], [0.78, -1.29, 2.30], [1.61, 2.92, 2.18], [-7.47, -0.64, -0.24], [-3.74, 1.04, -2.21], [3.51, -3.71, -1.00], [3.81, 2.64, 3.19], [1.69, 1.61, 4.28], [-0.03, -3.35, -2.06], [-6.58, 2.99, -0.45], [3.94, 1.14, 2.28], [3.25, 0.97, 4.76], [-6.65, -1.14, -1.73]], "e_tot_ev": -109854.79671, "multiplicity": 3, "homo_ev": [-7.594, -8.146], "lumo_energy_ha": [0.0009, -0.0004], "gap_ev": [7.6, 8.1], "de_lowest_kcal_mol": 6.8, "s2": 2.137}

---

{"formula": "C9H12NOPS", "method": "wB97M-V/def2-TZVPD", "symbols": ["S", "P", "O", "N", "C", "C", "C", "C", "C", "C", "C", "C", "C", "H", "H", "H", "H", "H", "H", "H", "H", "H", "H", "H", "H"], "coordinates": [[-0.57, -1.46, 2.72], [1.10, 0.13, 0.44], [0.29, 1.01, -0.38], [3.92, 0.03, -1.72], [-1.04, 4.95, -1.28], [-1.55, -0.34, 1.86], [-1.17, 3.90, -0.50], [-2.07, -0.88, 0.73], [-1.68, -2.23, 0.54], [1.82, -1.16, -0.81], [2.98, -0.50, -1.34], [2.20, -2.50, -0.19], [-0.88, -2.68, 1.54], [2.63, -3.16, -0.94], [-0.33, 3.38, -0.08], [-0.46, -3.66, 1.68], [-1.69, 0.65, 2.25], [-2.00, -2.84, -0.29], [2.92, -2.36, 0.61], [-2.71, -0.34, 0.05], [-2.15, 3.52, -0.24], [-0.07, 5.35, -1.55], [-1.89, 5.46, -1.70], [1.08, -1.27, -1.62], [1.31, -2.98, 0.23]], "e_tot_ev": -33187.20120, "homo_ev": -9.285, "smiles": "C[C@H](C#N)P=O.c1ccsc1.C=C", "lumo_energy_ha": -0.0294, "gap_ev": 8.5, "de_lowest_kcal_mol": 59.8}

---

{"formula": "C44H35BF5N9O13S", "method": "wB97M-V/def2-TZVPD", "symbols": ["S", "F", "F", "F", "F", "F", "O", "O", "O", "O", "O", "O", "O", "O", "O", "O", "O", "O", "O", "N", "N", "N", "N", "N", "N", "N", "N", "N", "C", "C", "C", "C", "C", "C", "C", "C", "C", "C", "C", "C", "C", "C", "C", "C", "C", "C", "C", "C", "C", "C", "C", "C", "C", "C", "C", "C", "C", "C", "C", "C", "C", "C", "C", "C", "C", "C", "C", "C", "C", "C", "C", "C", "B", "H", "H", "H", "H", "H", "H", "H", "H", "H", "H", "H", "H", "H", "H", "H", "H", "H", "H", "H", "H", "H", "H", "H", "H", "H", "H", "H", "H", "H", "H", "H", "H", "H", "H", "H"], "coordinates": [[-6.24, 2.70, 4.26], [0.86, 1.96, 4.91], [-0.14, 3.61, 6.52], [-0.02, 2.84, 3.15], [0.18, 5.25, 5.14], [1.73, 3.71, 4.06], [4.65, -5.10, -4.63], [4.15, -3.38, -3.43], [-6.75, -5.07, -1.41], [-1.31, 1.51, -1.14], [-1.70, 4.68, 1.85], [2.04, 6.39, -2.91], [-7.24, -3.34, -0.23], [-0.82, -7.55, 0.36], [-2.03, 0.59, 3.94], [-3.53, 5.30, 0.92], [-1.23, 1.38, 1.01], [2.28, 4.74, -4.26], [-1.10, -9.32, -0.84], [-2.38, 4.91, 0.87], [-6.48, -4.22, -0.59], [-0.48, -8.33, -0.52], [2.71, 5.55, -3.47], [-1.73, 0.83, 6.33], [4.91, -4.25, -3.80], [-4.84, 2.03, 4.59], [-5.88, 4.25, 4.19], [-1.83, 1.36, -0.05], [6.01, 6.36, -1.94], [6.83, 5.42, -2.57], [-1.78, 4.71, -0.45], [8.40, -5.30, -3.00], [-3.99, 1.06, -1.20], [-0.48, 4.25, -0.53], [-4.82, -3.31, 0.98], [-3.96, 3.05, 4.64], [-3.56, -3.35, 1.56], [-2.52, 5.00, -1.58], [-3.28, 1.13, -0.02], [2.71, -6.70, -1.53], [-4.24, -5.23, -0.38], [1.52, -6.95, -0.86], [-5.14, -4.25, 0.02], [-3.73, 5.46, 4.46], [6.29, 4.54, -3.50], [-1.81, 4.04, 4.92], [-2.58, 2.91, 4.89], [-5.99, 0.65, 0.06], [-0.63, 4.38, -2.93], [4.15, 5.52, -3.16], [-2.99, -5.26, 0.20], [2.36, -8.64, -2.90], [6.25, -4.29, -3.18], [-1.94, 4.83, -2.82], [4.66, 6.41, -2.24], [1.17, -8.90, -2.24], [6.57, -3.37, -2.20], [0.77, -8.05, -1.23], [-4.55, 4.31, 4.42], [8.73, -4.39, -2.01], [-3.90, 0.97, 1.21], [-5.35, 0.82, -1.16], [0.09, 4.08, -1.78], [-5.26, 0.73, 1.24], [-0.33, 3.99, 5.24], [0.57, 3.11, 4.30], [-2.65, -4.33, 1.18], [4.94, 4.59, -3.80], [7.15, -5.26, -3.59], [3.14, -7.54, -2.54], [-2.41, 5.31, 4.69], [7.82, -3.42, -1.61], [-2.08, 1.40, 5.08], [-3.48, 1.19, -2.15], [-3.30, -2.63, 2.32], [-5.91, 0.76, -2.08], [4.07, -7.35, -3.05], [4.52, 3.90, -4.53], [0.09, 4.02, 0.36], [-3.33, 1.02, 2.13], [3.32, -5.84, -1.25], [-1.83, 6.21, 4.72], [-7.05, 0.45, 0.09], [9.71, -4.43, -1.54], [-3.54, 5.35, -1.49], [-5.75, 0.59, 2.20], [-1.31, 0.88, 3.38], [6.43, 7.04, -1.22], [9.11, -6.05, -3.31], [6.88, -5.97, -4.36], [-4.18, 6.42, 4.28], [4.02, 7.13, -1.75], [-0.18, 4.25, -3.90], [-2.51, 5.06, -3.72], [-2.27, -6.02, -0.09], [1.19, -6.29, -0.07], [6.93, 3.82, -3.99], [8.08, -2.71, -0.84], [1.11, 3.72, -1.87], [0.57, -9.75, -2.52], [7.88, 5.38, -2.33], [-1.94, -0.16, 6.31], [2.69, -9.30, -3.70], [-1.67, -4.36, 1.64], [-5.53, -2.56, 1.28], [-4.51, -5.95, -1.13], [-2.13, 1.27, 7.14], [5.85, -2.62, -1.90]], "e_tot_ev": -111310.26831, "homo_ev": -8.984, "lumo_energy_ha": -0.0299, "gap_ev": 8.2}

---

{"formula": "C12H22GeOPtSSe4Te", "method": "wB97M-V/def2-TZVPD", "symbols": ["Pt", "Te", "Se", "Se", "Se", "Se", "Ge", "S", "O", "C", "C", "C", "C", "C", "C", "C", "C", "C", "C", "C", "C", "H", "H", "H", "H", "H", "H", "H", "H", "H", "H", "H", "H", "H", "H", "H", "H", "H", "H", "H", "H", "H", "H"], "coordinates": [[-1.02, 1.11, -1.85], [-1.68, 1.46, -5.69], [-1.01, -0.19, -4.03], [1.06, 0.32, -0.48], [0.11, 3.23, -2.62], [-0.53, 3.51, -4.85], [2.41, -2.73, 0.25], [-4.06, 1.13, -0.25], [-3.27, 1.17, -1.58], [-2.28, 0.32, 1.68], [-1.40, 2.89, 2.34], [0.95, -1.59, -0.73], [-2.83, 1.44, 1.05], [2.46, 0.48, -1.77], [-0.81, 1.76, 2.96], [-2.42, 2.75, 1.40], [1.27, -3.80, 1.33], [3.35, -1.52, 1.60], [-1.20, 0.51, 2.60], [3.90, -3.45, -0.77], [-5.00, 2.66, -0.33], [-5.71, 2.41, -1.14], [-2.90, 3.59, 0.96], [2.63, -1.07, 2.34], [3.42, 0.05, -1.40], [-5.51, 2.90, 0.65], [-2.56, -0.70, 1.42], [-0.01, -1.90, -0.38], [4.09, -2.17, 2.12], [-0.94, -0.44, 3.05], [-1.16, 3.95, 2.54], [4.12, -2.79, -1.61], [1.00, -1.69, -1.83], [3.84, -4.45, -1.29], [-4.36, 3.43, -0.80], [-0.14, 1.89, 3.81], [2.61, 1.51, -1.93], [1.69, -4.59, 1.90], [0.73, -3.11, 2.04], [0.48, -4.24, 0.68], [2.05, 0.03, -2.63], [4.71, -3.39, -0.02], [3.89, -0.66, 1.24]], "e_tot_ev": -354106.86201, "multiplicity": 5, "homo_ev": [-14.519, -15.097], "lumo_energy_ha": [-0.2746, -0.3450], "gap_ev": [7.0, 5.7], "charge": 2, "de_lowest_kcal_mol": 27.1, "s2": 6.022}